44
Properties=species:S:1:pos:R:3:forces:R:3:mulliken_charge:R:1 method="wB97M-V/def2-TZVPD" gap_ev=7.167 e_tot_ev=-54034.26726 total_charge=-1 spin_multiplicity=1 max_force_ha_per_bohr=0.0212
Pd -0.221954 -1.333877 -0.254242 -0.9 -0.1 0.7 0.256
O -1.235840 4.092807 0.807924 0.1 0.1 0.1 -0.683
C -0.222069 4.247105 -0.054879 0.0 0.0 0.1 0.291
C 0.339148 5.519818 -0.191811 0.0 0.0 0.0 -0.655
C 1.401697 5.732294 -1.049777 0.0 0.0 0.0 -0.260
C 1.929227 4.681242 -1.794715 0.0 0.0 0.0 -0.771
C 1.370145 3.421151 -1.664885 0.0 0.0 0.0 -0.437
C 0.299861 3.178947 -0.807367 0.0 0.0 0.0 0.538
C -0.245690 1.786948 -0.726229 -0.1 -0.1 -0.1 0.627
O 0.289227 0.873586 -1.390701 0.2 0.1 -0.1 -0.810
N -1.305636 1.655793 0.079481 0.0 -0.1 0.1 -0.812
N -1.724528 0.357741 0.127208 0.5 0.0 -0.1 0.019
C -2.868102 0.095859 0.614834 -0.1 0.0 0.0 -0.050
C -3.433102 -1.248656 0.607609 0.0 0.0 0.0 0.274
C -4.588514 -1.484628 1.355048 0.0 0.0 0.0 -0.720
C -5.237382 -2.704833 1.343327 0.0 0.0 0.0 -0.564
C -4.723612 -3.721853 0.541012 0.0 0.0 0.0 -0.403
C -3.588077 -3.514409 -0.215543 0.0 0.0 0.0 -0.312
C -2.903274 -2.283147 -0.208620 0.0 0.0 0.0 0.609
O -1.864900 -2.142722 -1.003685 0.0 0.0 0.1 -0.971
H -1.456811 3.110583 0.795209 -0.2 0.0 -0.2 0.592
H -0.079243 6.325364 0.398368 0.0 0.0 0.0 0.401
H 1.823871 6.726711 -1.138242 0.0 0.0 0.0 0.351
H 2.757994 4.847201 -2.470971 0.0 0.0 0.0 0.386
H 1.739723 2.578373 -2.235393 0.0 0.0 0.0 0.434
H -3.481580 0.906624 1.016659 0.0 0.0 -0.1 0.306
H -4.982178 -0.671133 1.956402 0.0 0.0 0.0 0.320
H -6.126846 -2.862303 1.939367 0.0 0.0 0.0 0.382
H -5.215336 -4.687580 0.509504 0.0 0.0 0.0 0.345
H -3.181225 -4.297490 -0.843212 0.0 0.0 0.0 0.384
F 3.033333 -4.896314 -0.368885 0.0 0.0 -0.1 -0.215
C 3.857800 -4.062184 0.262367 0.0 0.0 0.1 0.720
F 5.056836 -4.166257 -0.357275 0.1 0.0 0.0 -0.301
F 4.040965 -4.557196 1.507606 0.0 0.0 0.0 -0.246
C 3.386211 -2.636208 0.297635 0.1 0.1 0.3 -0.195
C 4.317838 -1.622129 0.173448 0.0 0.0 -0.1 -0.069
C 3.920067 -0.291716 0.179178 0.0 0.0 0.0 -0.920
C 2.572566 -0.014778 0.300037 0.0 0.1 0.2 0.001
N 1.680246 -0.978088 0.514112 0.0 -0.1 -0.7 -0.470
C 2.042881 -2.283037 0.509510 0.1 -0.2 0.0 0.950
S 0.651102 -3.302940 0.608841 0.1 0.1 -0.3 -0.478
H 5.360303 -1.874626 0.035571 0.0 0.0 0.0 0.443
H 4.634477 0.509079 0.058478 0.0 0.0 0.0 0.393
H 2.180372 0.990895 0.237684 0.0 0.0 0.0 0.318

***

16
Properties=species:S:1:pos:R:3:forces:R:3:mulliken_charge:R:1 method="wB97M-V/def2-TZVPD" gap_ev=12.294 e_tot_ev=-4341.48917 smiles=CC.CC spin_multiplicity=1 max_force_ha_per_bohr=0.0584
C -0.777398 -1.833406 0.717648 -1.3 2.2 -0.7 -0.489
C -0.349303 -2.362101 -0.663924 -1.9 -0.6 0.0 -0.835
H -1.760953 -1.177864 0.419414 1.8 -1.9 1.5 0.198
H -0.923446 -2.682989 1.491888 0.1 1.9 -1.2 0.287
H -0.068188 -0.962767 1.017856 -1.0 -2.2 0.1 0.079
H 0.572939 -2.880531 -0.599186 0.9 -0.7 -0.1 0.310
H -0.231074 -1.547276 -1.363001 0.1 0.3 -0.2 0.272
H -1.165364 -3.033460 -1.117943 1.3 0.8 0.7 0.252
C 0.557385 1.592061 0.660455 -2.4 0.7 0.2 -0.315
C 0.631807 2.472198 -0.558926 1.1 1.8 -2.0 -0.955
H 1.548684 1.302397 0.873955 1.0 -0.6 0.8 0.311
H 0.051604 2.136852 1.541696 1.0 -0.9 -1.2 0.238
H -0.071399 0.713726 0.394110 0.6 0.6 0.4 -0.173
H 1.206441 3.461694 -0.385516 -0.5 -1.7 -0.2 0.269
H 1.091537 1.937715 -1.480762 -0.5 0.8 1.7 0.251
H -0.313272 2.863749 -0.947763 -0.3 -0.4 0.3 0.302